[1]
A structure of composition C6H24Br2N12O6Y, computed with ωB97M-V with the def2-TZVPD basis set.

XYZ file:
```
51
Properties=species:S:1:pos:R:3:forces:R:3
Y -0.125 0.205 -0.896 0.9329 -0.6826 -0.4130
Br -1.638 -1.343 -2.768 -0.0112 -0.0511 0.2961
Br 1.348 1.966 -2.611 0.0674 0.1245 0.1559
C 2.977 0.336 1.033 -0.5381 -1.0136 -0.3430
O 2.040 0.293 0.248 0.1666 0.0318 0.3582
N 4.243 0.666 0.659 0.1213 0.2235 0.1818
N 2.887 -0.097 2.329 0.2784 0.5021 0.3509
H 4.409 1.055 -0.254 -0.3133 0.2953 0.0597
H 4.859 0.941 1.403 0.3736 0.0265 -0.2172
H 3.672 0.008 2.943 0.1049 -0.1459 0.0216
H 2.134 -0.652 2.683 -0.3463 0.1215 -0.4151
C -0.097 2.578 1.862 -1.3482 -1.2966 -1.3854
O -0.156 1.802 0.897 0.7133 0.1938 0.6474
N -0.240 2.143 3.141 0.2265 0.7897 0.1314
N -0.076 3.905 1.688 0.1744 1.0704 0.6918
H -0.257 1.174 3.379 -0.0047 -0.1156 -0.2075
H -0.294 2.841 3.860 0.1047 -0.2845 0.3222
H 0.020 4.357 0.797 0.0074 -0.4852 -0.2822
H -0.278 4.508 2.465 0.1805 0.0846 -0.0206
C 2.403 -2.039 -2.357 0.3439 2.0447 0.6732
O 1.562 -1.213 -2.007 -0.3170 -0.6461 -0.0214
N 3.696 -1.938 -1.894 -0.0694 -0.9370 -0.3460
N 2.214 -3.029 -3.235 0.1711 -1.0993 -0.5491
H 4.384 -2.537 -2.308 0.2440 0.0403 0.0917
H 4.040 -1.162 -1.364 -0.4438 0.2658 0.0329
H 1.357 -3.283 -3.693 -0.3375 0.6167 0.2859
H 3.009 -3.571 -3.515 0.0546 -0.1186 -0.0480
C -0.007 -3.115 0.495 1.2767 0.4949 -0.1353
O 0.078 -1.900 0.273 -0.2151 -0.1244 0.5886
N -0.230 -3.995 -0.496 -0.0410 1.3621 0.9713
N 0.300 -3.610 1.731 -0.3774 0.0617 -0.5532
H -0.163 -4.962 -0.250 -0.3702 -0.3276 -0.9680
H -0.486 -3.467 -1.330 -0.2091 -1.0492 -0.4930
H 0.230 -4.592 1.918 0.0272 0.0444 0.3577
H 0.503 -2.934 2.438 0.0117 -0.1816 0.2266
C -3.070 -0.430 1.065 0.7291 0.0207 -2.4028
O -1.965 -0.294 0.525 -0.5521 0.0488 1.2086
N -3.254 -0.911 2.306 0.3221 -0.0628 1.7376
N -4.201 -0.210 0.356 -0.4879 0.2658 0.6903
H -2.500 -0.860 2.973 0.2508 -0.0304 -0.4531
H -4.137 -0.859 2.781 -0.3088 0.0127 -0.3605
H -4.194 -0.184 -0.649 0.3098 -0.1613 -0.0529
H -5.059 -0.372 0.846 -0.3745 -0.0664 -0.4105
C -2.213 2.724 -1.953 -0.8851 -1.4802 -1.1104
O -1.596 1.756 -1.496 -0.6616 0.5201 0.3730
N -3.587 2.814 -1.869 0.6888 0.9516 0.0874
N -1.663 3.618 -2.774 0.8490 0.7547 0.2547
H -4.139 2.136 -1.383 0.2493 -0.0583 0.3658
H -3.892 3.773 -1.866 -0.6443 -0.1813 -0.0316
H -0.662 3.600 -2.928 0.0902 -0.3183 0.1303
H -2.186 4.360 -3.197 -0.2136 -0.0513 -0.0726
```
Forces are in eV/Å.

ΔE to the lowest compared entry with this formula, charge and spin in kcal per mole: 21.72
Energy in eV: -177914.7522
Charge: +1
Highest occupied orbital energy in eV: -10.084
HOMO-LUMO gap in eV: 7.7

---

[2]
A cluster of 7 separate species, C6H24ClO10 in total, computed with ωB97M-V with the def2-TZVPD basis set.

XYZ file:
```
41
Properties=species:S:1:pos:R:3:forces:R:3
Cl -0.312 0.624 -0.508 -0.1494 1.0834 0.0040
O -1.233 1.381 -1.316 -0.8229 0.1295 0.3884
O -0.643 0.661 0.899 -0.2945 -0.0878 -0.4379
O -0.347 -0.736 -0.985 0.3797 -0.6804 0.1221
O 0.976 1.248 -0.681 0.6400 -0.5567 0.0292
C 4.133 0.896 -2.074 0.2202 0.4559 0.4474
O 4.718 2.216 -2.172 0.2139 -0.7255 0.0294
H 3.295 0.850 -2.764 -0.0427 -0.4105 0.0711
H 4.884 0.116 -2.232 -0.0739 0.0421 -0.4447
H 3.803 0.723 -1.050 -0.3382 0.3258 -0.0925
H 5.456 2.101 -2.776 -0.0109 0.3406 0.0139
C -1.557 -4.142 -2.389 0.6508 0.6286 0.9307
O -0.497 -3.596 -1.590 -0.2340 -0.4413 -0.1258
H -1.159 -4.318 -3.388 -0.3447 -0.1010 -0.1377
H -1.884 -5.069 -1.912 -0.0122 -0.1288 -0.2532
H -2.401 -3.450 -2.388 -0.0894 -0.0987 -0.3641
H -0.691 -2.682 -1.361 0.1637 0.2066 -0.1373
C 1.555 4.378 1.011 -0.6508 -0.5541 0.8366
O 0.207 4.068 0.669 0.3926 0.1497 -0.2924
H 1.809 3.776 1.895 0.3729 0.1036 -0.0994
H 2.281 4.173 0.223 -0.0864 0.1107 -0.1548
H 1.578 5.419 1.330 0.0883 0.1028 -0.2523
H 0.197 3.136 0.413 -0.0882 0.0806 -0.0737
C 2.542 0.696 2.686 0.7688 1.4703 -0.3845
O 2.927 0.283 3.990 0.0361 -0.1072 -0.1105
H 3.188 1.516 2.342 0.4185 -0.1902 0.5272
H 2.722 -0.059 1.924 -0.7791 -0.3022 0.0656
H 1.589 1.227 2.692 -0.5015 -0.8795 -0.2588
H 2.328 -0.430 4.228 0.0155 0.0122 0.0988
C -2.232 -3.510 1.298 -0.1291 -0.6025 -0.0983
O -2.362 -2.110 1.289 0.1584 -0.0609 -0.2402
H -1.307 -3.910 1.725 0.2019 0.4582 0.2027
H -3.052 -3.914 1.891 -0.1001 -0.0131 0.0028
H -2.267 -3.955 0.302 -0.2376 0.0950 -0.1067
H -1.919 -1.761 0.502 0.1261 0.1579 0.3337
C -4.614 0.445 -0.399 -0.6279 -0.0482 0.1465
O -4.100 1.499 0.384 0.1666 0.2279 -0.0952
H -4.065 0.252 -1.322 0.1976 0.0704 0.0985
H -4.688 -0.474 0.192 0.2791 -0.0530 -0.0607
H -5.644 0.708 -0.670 0.0658 0.0053 -0.1180
H -3.209 1.725 0.091 0.0570 -0.2155 -0.0101
```
Forces are in eV/Å.

ΔE to the lowest compared entry with this formula, charge and spin in kcal per mole: 8.61
Energy in eV: -39600.9798
Charge: -1
Highest occupied orbital energy in eV: -6.955
HOMO-LUMO gap in eV: 9.9